Entry 1:
Density functional theory data (the ωB97M-V functional and the def2-TZVPD basis) for a structure of composition C30H26N7O6SW at a distorted geometry.

Values from the calculation:
**Multiplicity**: 3
**Energy above the lowest of the compared OMol25 structures with the same formula, charge and spin**: 112.4 kJ/mol
**LUMO (alpha / beta)**: -9.91 / -10.67 eV
**Charge**: +3
**Expectation value of S²**: 2.032

XYZ file:
```
71
Properties=species:S:1:pos:R:3:mulliken_charge:R:1
W -0.928 -1.287 -1.360 1.690
O -0.108 1.298 -4.590 -0.429
C -0.597 0.697 -3.561 0.294
O -0.165 -0.425 -3.147 -0.619
C -1.671 1.279 -2.813 0.484
C -2.296 2.492 -3.023 -0.567
C -3.303 2.893 -2.144 -1.042
C -3.673 2.052 -1.108 -0.805
C -3.025 0.831 -0.945 1.041
N -2.007 0.457 -1.780 0.244
C -3.271 -0.217 -0.003 0.357
O -4.090 -0.213 0.996 -0.462
O -2.591 -1.280 -0.184 -0.691
H 0.599 0.811 -5.043 0.414
H -1.997 3.117 -3.854 0.643
H -3.798 3.844 -2.279 0.498
H -4.475 2.335 -0.437 0.384
H -4.619 0.592 1.091 0.344
C -0.202 -5.563 -0.792 -1.737
C -0.098 -4.102 -1.025 1.723
N -1.143 -3.365 -1.312 0.436
N -2.356 -3.989 -1.456 -0.783
C -3.209 -3.482 -2.366 0.815
N -4.353 -4.077 -2.619 -0.369
S -2.743 -2.047 -3.168 -0.357
C 1.147 -3.364 -1.075 0.473
C 2.389 -3.889 -0.748 -1.027
C 3.521 -3.101 -0.870 -0.661
C 3.389 -1.806 -1.353 -0.931
C 2.129 -1.333 -1.652 0.215
N 1.017 -2.074 -1.510 -0.035
H -0.686 -6.043 -1.648 0.463
H -0.792 -5.780 0.103 0.425
H 0.771 -6.023 -0.664 0.434
H -2.543 -4.832 -0.932 0.266
H -4.634 -4.963 -2.222 0.223
H -4.960 -3.681 -3.321 0.254
H 2.472 -4.906 -0.393 0.364
H 4.492 -3.492 -0.596 0.509
H 4.254 -1.172 -1.481 0.509
H 1.980 -0.324 -2.006 0.487
O -0.309 -1.767 0.738 -0.807
C 0.085 -0.567 0.904 -0.527
N 0.520 0.070 1.967 0.506
C 0.870 1.459 1.618 3.470
C 0.384 1.516 0.158 -0.826
O 0.312 2.451 -0.590 -0.563
N 0.020 0.213 -0.195 0.241
C 2.397 1.661 1.709 0.019
C 3.114 2.330 0.724 -0.273
C 4.475 2.553 0.890 -1.042
C 5.123 2.115 2.034 -0.517
C 4.407 1.446 3.018 -1.006
C 3.049 1.223 2.859 -0.400
C 0.200 2.491 2.525 -0.577
C -0.359 2.122 3.744 -0.224
C -0.849 3.091 4.607 -0.984
C -0.785 4.432 4.260 -0.519
C -0.246 4.800 3.034 -0.950
C 0.249 3.838 2.170 -0.310
H 0.647 -0.337 2.880 0.433
H 2.619 2.704 -0.162 0.568
H 5.027 3.087 0.127 0.473
H 6.179 2.307 2.169 0.455
H 4.902 1.116 3.921 0.446
H 2.501 0.734 3.657 0.312
H -0.426 1.082 4.042 0.312
H -1.280 2.796 5.554 0.448
H -1.144 5.186 4.947 0.439
H -0.194 5.845 2.758 0.454
H 0.686 4.133 1.226 0.474
```



Entry 2:
Density functional theory data (the ωB97M-V functional and the def2-TZVPD basis) for a structure of composition C30H27BCl5F9IrNO4S3Si at a distorted geometry.

Values from the calculation:
**Multiplicity**: 1
**Energy above the lowest of the compared OMol25 structures with the same formula, charge and spin**: 327.2 kJ/mol
**LUMO (alpha / beta)**: 3.87 / 3.87 eV
**Charge**: -2

XYZ file:
```
82
Properties=species:S:1:pos:R:3:mulliken_charge:R:1
Ir -0.940 -0.736 -1.110 2.322
C -2.341 -7.601 -0.522 -1.156
Si -1.559 -5.995 0.076 0.280
C 0.186 -6.386 0.626 -1.059
C -2.581 -5.344 1.492 -0.777
C -1.550 -4.804 -1.372 0.160
C -2.055 -5.135 -2.619 0.147
C -2.107 -4.209 -3.664 -1.154
C -1.650 -2.934 -3.418 -0.225
N -1.124 -2.598 -2.239 -0.497
C -1.052 -3.489 -1.220 0.364
S -0.356 -2.779 0.187 -0.633
H -2.309 -8.342 0.282 0.287
H -1.815 -8.022 -1.382 0.305
H -3.389 -7.457 -0.798 0.306
H 0.184 -7.172 1.386 0.329
H 0.660 -5.496 1.044 0.317
H 0.792 -6.725 -0.218 0.328
H -2.618 -6.077 2.303 0.383
H -3.604 -5.139 1.168 0.280
H -2.167 -4.411 1.875 0.109
H -2.448 -6.133 -2.788 0.328
H -2.521 -4.465 -4.629 0.391
H -1.691 -2.144 -4.159 0.439
F -2.535 -1.715 2.958 -0.259
C -2.522 -0.396 2.678 0.084
F -1.255 -0.010 2.658 -0.087
F -3.118 0.223 3.722 -0.309
C -3.224 -0.120 1.301 0.432
O -2.498 -0.599 0.287 -1.550
C -3.560 1.407 1.229 0.526
F -2.574 2.141 1.733 -0.246
F -4.677 1.710 1.946 -0.322
F -3.793 1.773 -0.023 -0.169
C -4.578 -0.920 1.299 0.225
F -5.243 -0.864 2.472 -0.299
F -5.415 -0.462 0.356 -0.276
F -4.369 -2.216 1.038 -0.092
Cl 1.151 0.622 -3.353 -0.192
C -0.513 1.077 -3.527 0.981
C -1.465 0.476 -2.698 -1.975
C -2.788 0.690 -3.081 1.251
Cl -4.043 -0.252 -2.327 -0.188
C -3.157 1.580 -4.086 0.002
Cl -4.825 1.842 -4.470 -0.247
C -2.174 2.254 -4.798 0.335
Cl -2.607 3.372 -6.043 -0.255
C -0.838 1.966 -4.542 0.112
Cl 0.392 2.705 -5.502 -0.240
C 0.891 5.840 1.007 -0.606
O -0.084 4.906 0.593 -0.246
C -0.010 4.357 -0.661 -0.060
S 1.261 4.812 -1.694 -0.452
S -1.247 3.273 -0.970 -0.142
H 0.614 6.111 2.027 0.275
H 0.899 6.723 0.365 0.333
H 1.888 5.404 0.992 0.052
C 6.126 3.241 0.517 -1.714
C 5.168 3.507 1.688 2.427
C 4.591 4.921 1.544 -1.681
C 5.979 3.447 2.983 -2.303
C 4.034 2.479 1.658 0.346
C 3.774 1.618 2.721 -0.211
C 2.747 0.664 2.681 -2.008
C 1.993 0.604 1.537 0.607
O 0.961 -0.227 1.212 -0.477
B 0.543 0.149 -0.090 0.694
O 1.370 1.191 -0.532 0.229
C 2.236 1.465 0.474 -0.352
C 3.233 2.407 0.507 -0.621
H 6.950 3.961 0.528 0.431
H 5.612 3.328 -0.440 0.329
H 6.544 2.234 0.584 0.379
H 5.394 5.664 1.582 0.470
H 3.885 5.130 2.350 0.369
H 4.061 5.040 0.598 0.313
H 6.776 4.194 2.946 0.438
H 6.440 2.467 3.124 0.437
H 5.357 3.663 3.854 0.421
H 4.379 1.668 3.617 0.420
H 2.557 0.000 3.514 0.490
H 3.358 3.067 -0.343 0.591
```



Entry 3:
Density functional theory data (the ωB97M-V functional and the def2-TZVPD basis) for a structure of composition C30H27BeClF6Ge2NO4P.

Values from the calculation:
**Multiplicity**: 1
**Energy above the lowest of the compared OMol25 structures with the same formula, charge and spin**: 18.4 kJ/mol
**LUMO**: -1.16 eV
**Charge**: 0

XYZ file:
```
73
Properties=species:S:1:pos:R:3:mulliken_charge:R:1
Be 0.907 0.945 -0.397 -0.601
Cl 3.920 -0.365 5.609 -0.228
C 2.959 -0.265 4.171 0.073
C 1.649 -0.760 4.176 -0.730
C 0.881 -0.731 3.040 -0.227
C 1.369 -0.198 1.833 0.100
O 0.669 -0.247 0.703 0.193
C 2.664 0.385 1.877 1.124
C 3.167 1.085 0.748 -0.379
O 2.514 1.346 -0.270 -0.260
C 3.455 0.311 3.040 -1.092
H 1.240 -1.171 5.091 0.458
H -0.128 -1.097 3.064 0.545
H 4.205 1.435 0.792 0.348
H 4.454 0.731 3.029 0.417
O -0.196 -1.486 -1.972 -0.575
C 0.082 -0.440 -2.568 0.060
N 0.551 0.692 -1.994 0.699
C 0.692 1.695 -2.966 0.151
O 1.103 2.807 -2.758 -0.653
C 0.283 1.098 -4.277 -0.138
C 0.245 1.631 -5.546 -0.573
C -0.163 0.791 -6.580 -0.484
C -0.523 -0.529 -6.334 -0.772
C -0.489 -1.057 -5.045 -0.069
C -0.075 -0.218 -4.033 0.460
H 0.519 2.664 -5.724 0.509
H -0.209 1.169 -7.594 0.408
H -0.836 -1.154 -7.161 0.418
H -0.778 -2.082 -4.849 0.486
C -1.052 -5.525 -0.018 -1.266
Ge 0.036 -3.865 0.052 1.381
C 1.300 -3.998 -1.449 -1.346
C 1.133 -3.955 1.695 -1.259
Ge -1.520 -1.872 0.074 -0.125
C -2.813 -1.633 -1.404 0.513
C -3.654 -0.543 -1.600 -0.026
C -4.552 -0.548 -2.660 -0.877
C -4.622 -1.634 -3.519 -0.528
C -3.789 -2.727 -3.324 -0.792
C -2.881 -2.720 -2.276 -0.076
C -2.614 -1.828 1.744 0.338
C -3.412 -0.781 2.194 0.139
C -4.127 -0.914 3.376 -0.877
C -4.065 -2.091 4.109 -0.506
C -3.295 -3.152 3.653 -0.936
C -2.572 -3.015 2.477 0.055
H -0.367 -6.375 0.014 0.475
H -1.622 -5.579 -0.946 0.417
H -1.749 -5.611 0.816 0.411
H 1.862 -4.925 -1.315 0.509
H 1.992 -3.157 -1.455 0.367
H 0.781 -4.024 -2.405 0.342
H 1.757 -4.848 1.619 0.513
H 0.530 -4.026 2.601 0.358
H 1.788 -3.088 1.783 0.339
H -3.613 0.319 -0.951 0.294
H -5.199 0.307 -2.812 0.454
H -5.325 -1.630 -4.343 0.388
H -3.835 -3.576 -3.995 0.439
H -2.210 -3.561 -2.134 0.189
H -3.461 0.146 1.642 0.304
H -4.734 -0.088 3.728 0.443
H -4.620 -2.185 5.034 0.391
H -3.249 -4.079 4.212 0.434
H -1.946 -3.833 2.134 -0.071
F 0.130 2.263 0.143 -0.166
P -1.555 2.546 0.446 1.775
F -3.106 2.744 0.729 -0.379
F -1.817 0.952 0.068 -0.565
F -1.261 2.096 1.954 -0.392
F -1.713 2.868 -1.104 -0.409
F -1.186 4.043 0.770 -0.339
```



Entry 4:
Density functional theory data (the ωB97M-V functional and the def2-TZVPD basis) for a structure of composition C30H27F3IrN4O6Si at a distorted geometry.

Values from the calculation:
**Multiplicity**: 6
**Energy above the lowest of the compared OMol25 structures with the same formula, charge and spin**: 64.7 kJ/mol
**LUMO (alpha / beta)**: -0.53 / -3.73 eV
**Charge**: 0
**Expectation value of S²**: 8.823

XYZ file:
```
72
Properties=species:S:1:pos:R:3:mulliken_charge:R:1
Ir 0.090 -0.231 -0.191 2.198
O 1.124 0.573 8.024 -0.493
C 0.172 0.351 7.083 0.711
O -0.981 0.289 7.406 -0.567
C 0.642 0.185 5.676 0.893
C -0.230 -0.421 4.770 -0.991
C 0.125 -0.589 3.451 -0.202
C 1.366 -0.135 2.975 0.278
C 2.238 0.478 3.886 -0.805
C 1.877 0.628 5.215 -1.332
N 1.631 -0.218 1.618 0.290
C 2.870 -0.142 1.139 -1.272
C 3.069 -0.073 -0.245 1.338
C 4.355 -0.042 -0.842 -1.135
C 4.485 0.033 -2.194 -0.443
C 3.325 0.075 -3.001 -0.972
C 2.106 0.037 -2.383 -0.163
N 1.956 -0.025 -1.046 0.418
H 2.002 0.464 7.637 0.309
H -1.194 -0.758 5.130 0.465
H -0.549 -1.077 2.761 0.368
H 3.181 0.887 3.546 0.341
H 2.564 1.151 5.873 0.219
H 3.739 -0.186 1.790 0.322
H 5.222 -0.084 -0.194 0.473
H 5.467 0.055 -2.649 0.429
H 3.380 0.128 -4.079 0.458
H 1.186 0.058 -2.955 0.285
O -3.670 3.889 4.240 -0.338
C -2.457 3.798 4.486 0.333
O -1.658 4.187 5.292 -0.510
C -1.840 2.942 3.282 0.565
C -0.491 3.125 3.045 -1.176
C 0.078 2.374 2.035 -0.796
N -0.618 1.497 1.312 1.221
C -1.913 1.321 1.575 0.517
C -2.584 2.048 2.547 -0.938
C -2.629 0.235 0.804 -0.249
O -3.839 0.249 0.724 -0.712
O -1.847 -0.681 0.312 -0.753
H 0.096 3.803 3.647 0.473
H 1.133 2.454 1.818 0.394
H -3.639 1.882 2.708 0.660
C -1.300 4.078 -0.485 -1.258
Si -0.222 3.009 -1.584 0.496
C 1.562 3.052 -1.063 -1.000
C -0.306 3.567 -3.369 -1.289
N -0.802 1.291 -1.548 0.009
C -1.913 0.936 -2.222 0.523
C -2.937 1.857 -2.603 -0.455
C -4.106 1.440 -3.185 -1.067
C -4.311 0.086 -3.463 -0.490
C -3.325 -0.846 -3.172 -0.666
C -2.166 -0.421 -2.576 0.637
F -1.193 -1.320 -2.388 -0.282
H -1.553 5.005 -1.006 0.525
H -0.780 4.348 0.436 0.454
H -2.231 3.587 -0.200 0.338
H 1.810 4.056 -0.704 0.518
H 2.207 2.834 -1.918 0.355
H 1.808 2.337 -0.284 -0.056
H 0.494 4.288 -3.552 0.432
H -1.252 4.046 -3.627 0.366
H -0.156 2.731 -4.056 0.324
H -2.809 2.902 -2.369 0.307
H -4.877 2.162 -3.417 0.438
H -5.236 -0.241 -3.918 0.402
H -3.440 -1.895 -3.403 0.478
F 0.279 -2.705 1.366 -0.253
C 0.347 -2.270 0.071 0.070
F 1.540 -2.735 -0.433 -0.302
H -0.463 -2.762 -0.479 0.336
```



Entry 5:
Density functional theory data (the ωB97M-V functional and the def2-TZVPD basis) for a structure of composition C30H27IrO7SSb.

Values from the calculation:
**Multiplicity**: 1
**Energy above the lowest of the compared OMol25 structures with the same formula, charge and spin**: 0.0 kJ/mol
**LUMO**: -3.81 eV
**Charge**: +1

XYZ file:
```
67
Properties=species:S:1:pos:R:3:mulliken_charge:R:1
Ir -1.559 -0.174 -0.645 1.600
C -3.871 -0.786 1.639 -1.667
C -2.629 -1.661 1.624 1.338
C -2.812 -2.970 2.352 -1.050
O -2.252 -1.944 0.220 -0.767
C -1.424 -0.870 2.160 0.359
O -1.124 -0.886 3.322 -0.555
O -0.768 -0.182 1.240 -1.072
H -4.722 -1.314 1.206 0.427
H -3.716 0.151 1.091 0.307
H -4.117 -0.524 2.667 0.428
H -3.671 -3.514 1.953 0.527
H -2.987 -2.764 3.406 0.330
H -1.917 -3.584 2.269 -0.181
H -2.995 -2.321 -0.273 0.446
S 0.562 -0.768 -1.172 -0.604
Sb 1.653 -0.678 0.916 1.992
C 1.043 -2.249 2.156 0.454
C 1.284 -2.220 3.524 -0.327
C 0.895 -3.297 4.306 -0.731
C 0.271 -4.392 3.723 -0.500
C 0.027 -4.413 2.358 -0.928
C 0.409 -3.337 1.567 -0.452
C 1.859 1.199 1.811 0.440
C 2.747 1.358 2.869 -0.201
C 2.905 2.611 3.443 -0.783
C 2.190 3.694 2.951 -0.470
C 1.317 3.531 1.884 -0.703
C 1.144 2.281 1.310 -0.463
C 3.601 -1.180 0.312 0.498
C 3.930 -2.515 0.089 -0.393
C 5.211 -2.846 -0.324 -0.631
C 6.158 -1.848 -0.511 -0.478
C 5.830 -0.518 -0.289 -0.660
C 4.548 -0.179 0.121 -0.548
H 1.749 -1.362 3.994 0.395
H 1.071 -3.276 5.373 0.428
H -0.029 -5.230 4.338 0.437
H -0.459 -5.268 1.905 0.520
H 0.206 -3.346 0.502 0.415
H 3.330 0.524 3.244 0.399
H 3.589 2.741 4.271 0.408
H 2.317 4.670 3.399 0.396
H 0.768 4.379 1.497 0.424
H 0.457 2.156 0.482 0.393
H 3.198 -3.299 0.247 0.310
H 5.472 -3.882 -0.496 0.412
H 7.158 -2.109 -0.831 0.389
H 6.571 0.256 -0.435 0.407
H 4.295 0.861 0.293 0.395
O -2.631 -0.004 -2.350 -0.606
C -2.148 1.168 -2.603 1.123
O -1.287 1.556 -1.743 -0.470
C -2.542 1.953 -3.753 -0.202
C -3.527 1.465 -4.606 -0.516
C -3.936 2.195 -5.718 -0.994
C -3.314 3.405 -5.922 1.008
O -3.528 4.283 -6.922 -0.471
C -2.645 5.391 -6.696 -0.227
O -1.889 5.101 -5.521 -0.481
C -2.324 3.893 -5.070 0.819
C -1.912 3.196 -3.973 -1.068
H -3.974 0.504 -4.396 0.492
H -4.699 1.835 -6.393 0.445
H -3.237 6.293 -6.539 0.259
H -1.974 5.493 -7.549 0.258
H -1.145 3.564 -3.308 0.520
```



Entry 6:
Density functional theory data (the ωB97M-V functional and the def2-TZVPD basis) for the molecule C30H27N3O5S at a distorted geometry.

Values from the calculation:
**Multiplicity**: 1
**Energy above the lowest of the compared OMol25 structures with the same formula, charge and spin**: 0.0 kJ/mol
**LUMO**: -0.10 eV
**Charge**: 0
**Structure (SMILES)**: CCOC(=O)C(=CNc1nc(-c2ccccc2)c(C(=O)Nc2ccc(-c3ccccc3)cc2)s1)C(=O)OCC

XYZ file:
```
66
Properties=species:S:1:pos:R:3:mulliken_charge:R:1
C 3.169 -3.393 -5.098 -1.237
C 4.000 -3.217 -3.841 -0.220
H 3.956 -4.107 -3.203 0.325
H 5.052 -3.026 -4.081 0.296
O 3.482 -2.101 -3.115 -0.247
C 4.101 -1.817 -1.955 0.411
O 5.038 -2.453 -1.544 -0.613
C 3.463 -0.671 -1.275 -0.578
C 2.192 -0.305 -1.613 -0.362
N 1.525 0.697 -1.012 0.121
C 0.252 1.059 -1.315 0.468
N -0.501 0.487 -2.186 -0.362
C -1.726 1.073 -2.295 -0.049
C -1.925 2.130 -1.434 0.280
S -0.491 2.415 -0.481 -0.211
C -3.083 3.026 -1.226 0.111
O -3.594 3.673 -2.118 -0.694
N -3.511 3.165 0.059 -0.021
C -3.161 2.433 1.202 -0.170
C -3.090 3.090 2.427 -0.729
C -2.741 2.400 3.569 -0.847
C -2.449 1.039 3.521 0.348
C -2.552 0.383 2.296 -0.643
C -2.917 1.063 1.152 0.030
H -3.022 0.532 0.218 0.590
H -2.371 -0.680 2.243 0.543
C -2.048 0.310 4.732 0.383
C -2.689 0.540 5.947 -0.446
C -2.308 -0.148 7.084 -0.562
C -1.278 -1.072 7.027 -0.431
C -0.632 -1.306 5.825 -0.563
C -1.016 -0.624 4.685 -0.514
H -0.497 -0.798 3.754 0.509
H 0.175 -2.022 5.776 0.382
H -0.979 -1.606 7.917 0.370
H -2.818 0.036 8.019 0.377
H -3.504 1.248 5.994 0.462
H -2.666 2.929 4.508 0.481
H -3.299 4.149 2.474 0.424
H -4.162 3.928 0.195 0.277
C -2.679 0.461 -3.219 0.473
C -2.536 -0.900 -3.497 -0.553
C -3.405 -1.533 -4.363 -0.616
C -4.425 -0.818 -4.969 -0.381
C -4.564 0.535 -4.709 -0.716
C -3.698 1.177 -3.843 -0.411
H -3.804 2.235 -3.663 0.615
H -5.350 1.100 -5.188 0.414
H -5.105 -1.312 -5.647 0.386
H -3.288 -2.587 -4.567 0.377
H -1.738 -1.448 -3.020 0.428
H 2.046 1.172 -0.264 0.298
H 1.658 -0.825 -2.397 0.841
C 4.183 0.047 -0.212 1.019
O 3.660 0.915 0.477 -0.825
O 5.454 -0.296 -0.100 -0.308
C 6.219 0.325 0.931 -0.278
C 6.016 -0.378 2.265 -1.118
H 4.985 -0.266 2.592 0.310
H 6.241 -1.437 2.161 0.298
H 6.673 0.058 3.012 0.395
H 5.931 1.380 1.006 0.322
H 7.255 0.243 0.597 0.322
H 3.211 -2.492 -5.703 0.310
H 3.553 -4.229 -5.676 0.399
H 2.132 -3.587 -4.838 0.309
```



Number 1: M 796.5 g mol⁻¹. Number 2: M 1141.1 g mol⁻¹. Number 3: M 800.2 g mol⁻¹. Number 4: M 816.9 g mol⁻¹. Number 5: M 845.6 g mol⁻¹. Number 6: M 541.6 g mol⁻¹.